{"formula": "C5H11NO", "method": "wB97M-V/def2-TZVPD", "symbols": ["C", "C", "C", "C", "H", "H", "H", "H", "H", "H", "H", "H", "C", "N", "O", "H", "H", "H"], "xyz": [[-0.81, -1.50, -0.74], [-0.40, -0.04, -0.58], [-1.14, 0.88, 0.14], [-2.30, 0.63, 0.91], [-0.85, -1.88, -1.82], [-0.04, -2.08, -0.21], [-1.80, -1.72, -0.26], [0.50, 0.36, -0.95], [-0.60, 1.82, 0.32], [-2.62, 1.51, 1.51], [-2.24, -0.34, 1.48], [-3.19, 0.45, 0.18], [2.85, 0.76, -0.52], [3.23, -0.28, 0.08], [2.48, -0.68, 1.14], [3.43, 0.96, -1.43], [1.93, 1.42, -0.34], [1.58, -0.26, 1.09]], "lowdin_charge": [-0.0878, -0.1784, -0.2240, -0.1500, 0.0900, 0.0693, 0.0700, 0.0247, 0.0951, 0.0817, 0.0951, 0.1155, -0.0793, -0.0915, -0.0767, 0.0740, 0.0888, 0.0837], "relative_energy_kcal_mol": 98.0, "orbital_gap_ha": 0.37331, "smiles": "C/C=C\\C.C=NO", "lumo_energy_ev": 0.9032}